C21H15F3N4O3 in the gas phase at a distorted geometry. Source: OMol25; level of theory: the ωB97M-V functional and the def2-TZVPD basis.

Last column: natural (NBO) charge in e.
Cartesian coordinates (Å):
C: -1.09625 -2.59779 -4.33433  -0.652
C: -1.28020 -2.32861 -2.90158  0.212
N: -2.24041 -3.10576 -2.25471  -0.502
C: -2.38308 -2.65003 -0.95327  0.049
C: -3.31987 -2.87037 0.22184  0.634
O: -3.91119 -3.95682 0.32164  -0.637
N: -3.40036 -2.01501 1.34339  -0.408
C: -3.94419 -2.36045 2.65303  -0.417
C: -2.44575 -0.93580 1.46236  0.064
C: -1.65222 -0.65869 0.37382  -0.172
C: -0.80541 0.51284 0.51950  0.046
C: -0.13100 1.42383 0.86757  -0.038
C: 0.66322 2.53151 1.04379  0.103
O: 0.80549 3.03991 -0.22622  -0.674
C: 2.07715 2.17655 1.44935  -0.094
C: 3.12351 3.06775 1.14404  -0.169
C: 4.43707 2.81174 1.60062  -0.220
C: 4.68872 1.54462 2.10882  -0.193
C: 3.68489 0.55438 2.27128  -0.214
C: 2.34176 0.92716 1.99435  -0.177
C: -0.00053 3.62839 2.13088  0.981
F: 0.70800 4.79375 2.22612  -0.318
F: -1.27089 3.95757 1.75537  -0.326
F: -0.14557 3.13457 3.40941  -0.329
C: -1.53805 -1.56258 -0.77913  0.042
C: -0.77341 -1.42473 -2.02586  -0.198
C: 0.42189 -0.61535 -2.45560  0.481
N: 1.46567 -0.32809 -1.73621  -0.305
N: 2.24064 0.52196 -2.50699  -0.281
C: 1.54594 0.63911 -3.64401  0.254
O: 0.39407 -0.08572 -3.65909  -0.398
H: -0.20106 -3.15206 -4.64804  0.243
H: -1.24475 -1.61489 -4.88388  0.248
H: -1.98723 -3.30338 -4.59576  0.217
H: -2.86205 -3.80819 -2.67170  0.434
H: -3.15819 -2.63404 3.34106  0.198
H: -4.54244 -3.28370 2.59361  0.255
H: -4.35331 -1.38805 3.05150  0.214
H: -2.32413 -0.39775 2.36006  0.224
H: 1.19401 2.24595 -0.73161  0.498
H: 2.94303 3.92480 0.46201  0.236
H: 5.29599 3.34427 1.45505  0.214
H: 5.69618 1.31996 2.42022  0.207
H: 3.80724 -0.44329 2.65883  0.218
H: 1.48804 0.21266 2.23893  0.230
H: 1.98903 1.20786 -4.47045  0.218

Computed properties:
Relative energy (zero: lowest compared OMol25 entry of this formula, charge and spin)   51.8 kJ/mol
SMILES string   Cc1[nH]c2c(=O)n(C)cc(C#C[C@](O)(c3ccccc3)C(F)(F)F)c2c1-c1nnco1
Total charge   0
E_HOMO   -0.2987 Ha
Largest force on an atom   4.32 eV/A


C21H15F4N5O2 in the gas phase at a distorted geometry. Source: OMol25; level of theory: the ωB97M-V functional and the def2-TZVPD basis.

Last column: natural (NBO) charge in e.
Cartesian coordinates (Å):
C: -1.45886 3.12983 2.14933  -0.634
C: -1.97187 1.99669 3.01889  0.019
O: -1.48559 0.77472 2.36923  -0.531
C: -0.52919 0.09482 3.07250  0.406
C: -0.97946 -0.73066 4.11982  -0.274
C: -0.10877 -1.51811 4.84972  -0.129
C: 1.27250 -1.50582 4.53303  -0.186
C: 2.17090 -2.39363 5.17943  0.269
N: 2.98081 -3.07447 5.67463  -0.284
C: 1.71304 -0.62394 3.56559  -0.095
C: 0.81970 0.13345 2.79220  -0.215
C: 1.37284 0.90896 1.69518  0.666
O: 2.30341 1.66860 1.93393  -0.600
N: 1.13102 0.58154 0.35307  -0.422
C: 0.25194 -0.53488 -0.01531  -0.234
C: 0.58620 -0.60314 -1.49896  -0.120
C: 0.16051 -1.30256 -2.60886  -0.034
N: 0.91320 -0.71679 -3.63221  -0.176
C: 0.69797 -1.02707 -4.99077  0.136
C: 1.24410 -0.21301 -6.01900  0.006
N: 0.97723 -0.44163 -7.30836  -0.377
C: 0.22701 -1.52595 -7.67213  -0.049
C: -0.36096 -2.38350 -6.70471  0.365
F: -1.15921 -3.42977 -7.06298  -0.315
C: -0.11272 -2.13650 -5.37044  -0.271
N: 1.71723 0.29886 -3.18439  -0.239
C: 1.50069 0.36645 -1.89990  0.142
C: 1.92624 1.18673 -0.74468  -0.219
C: -3.52535 2.09811 3.19183  0.963
F: -4.20439 1.86955 2.02836  -0.316
F: -3.85778 3.35881 3.63600  -0.323
F: -3.90423 1.19069 4.14803  -0.327
H: -1.76107 4.11277 2.55443  0.232
H: -1.83874 2.99342 1.13064  0.226
H: -0.37557 3.09416 2.12272  0.231
H: -1.51807 2.13653 4.00759  0.214
H: -2.04642 -0.80493 4.29737  0.238
H: -0.49591 -2.17159 5.61324  0.232
H: 2.74788 -0.52103 3.29410  0.247
H: -0.82632 -0.30797 0.11546  0.217
H: 0.49981 -1.44636 0.55829  0.210
H: -0.62175 -2.06849 -2.66772  0.234
H: 1.88697 0.62265 -5.75607  0.226
H: 0.00562 -1.67543 -8.72801  0.213
H: -0.61374 -2.71895 -4.60199  0.228
H: 2.97453 1.01420 -0.67714  0.228
H: 1.67466 2.24465 -0.86098  0.225

Computed properties:
Relative energy (zero: lowest compared OMol25 entry of this formula, charge and spin)   31.7 kJ/mol
SMILES string   C[C@H](Oc1ccc(C#N)cc1C(=O)N1Cc2cn(-c3cncc(F)c3)nc2C1)C(F)(F)F
Total charge   0
E_HOMO   -0.3295 Ha
Largest force on an atom   4.01 eV/A


A molecular structure, C21H15NO6PPt. Source: OMol25; level of theory: the ωB97M-V functional and the def2-TZVPD basis.

Last column: natural (NBO) charge in e.
Cartesian coordinates (Å):
Pt: -0.29306 -0.84467 1.94219  0.730
O: 1.44248 -3.59308 4.36241  -0.649
C: 1.07291 -2.79639 3.51632  0.743
O: 0.07936 -1.99086 3.60727  -0.725
C: 1.83684 -2.71271 2.20536  0.094
C: 2.88788 -3.57465 1.98957  -0.223
C: 3.57582 -3.50532 0.78990  -0.167
C: 3.18800 -2.55456 -0.12761  -0.219
C: 2.13974 -1.68261 0.15488  0.136
N: 1.45274 -1.77617 1.30475  -0.429
C: 1.89147 -0.57042 -0.88044  0.746
O: 2.15488 -0.87155 -2.04939  -0.707
O: 1.50424 0.52133 -0.40313  -0.768
H: 3.12010 -4.27566 2.77790  0.249
H: 4.39828 -4.17763 0.57939  0.210
H: 3.66412 -2.43855 -1.08977  0.250
O: -4.05352 0.48424 2.74213  -0.647
C: -2.97431 0.27850 2.22216  0.790
O: -1.95400 -0.21930 2.86056  -0.699
C: -2.75437 0.63828 0.75490  -0.871
P: -0.97931 0.47552 0.28613  1.169
C: -0.48334 2.22104 0.27977  -0.362
C: 0.51169 2.66535 1.14044  -0.157
C: 0.82795 4.01384 1.19848  -0.205
C: 0.16394 4.92327 0.38765  -0.211
C: -0.82814 4.48391 -0.47768  -0.244
C: -1.15746 3.13727 -0.52322  -0.144
C: -1.10148 -0.12321 -1.42510  -0.388
C: -0.55796 0.54802 -2.51386  -0.157
C: -0.70986 0.03209 -3.79124  -0.203
C: -1.38387 -1.16333 -3.98916  -0.203
C: -1.90334 -1.85252 -2.90257  -0.239
C: -1.76307 -1.33298 -1.62548  -0.139
H: -3.12295 1.65124 0.60100  0.251
H: -3.37396 -0.02208 0.14704  0.253
H: 1.04424 1.94139 1.74229  0.241
H: 1.60316 4.35444 1.87316  0.208
H: 0.41951 5.97490 0.42972  0.204
H: -1.34926 5.18882 -1.11340  0.206
H: -1.93973 2.79842 -1.19232  0.205
H: 0.02366 1.44369 -2.35012  0.240
H: -0.26799 0.55146 -4.63172  0.209
H: -1.48560 -1.57100 -4.98731  0.204
H: -2.41041 -2.79823 -3.04727  0.207
H: -2.15599 -1.87955 -0.77458  0.210

Computed properties:
Relative energy (zero: lowest compared OMol25 entry of this formula, charge and spin)   1.8 kJ/mol
Total charge   -1
E_HOMO   -0.2270 Ha
Largest force on an atom   0.21 eV/A


A molecular structure, C21H16AsMnN4S4 at a distorted geometry. Source: OMol25; level of theory: the ωB97M-V functional and the def2-TZVPD basis.

Last column: Löwdin spin population.
Cartesian coordinates (Å):
Mn: 0.97165 0.20501 0.34899  0.187
C: 0.03693 0.30795 4.58108  -0.001
C: -0.87317 -0.72509 4.68710  0.000
C: -1.23361 -1.43361 3.54803  -0.001
C: -0.67102 -1.07052 2.33813  -0.001
N: 0.19135 -0.03872 2.24278  0.000
C: 0.55197 0.62766 3.33194  -0.001
C: -0.88439 -1.82324 1.07783  -0.004
C: -1.73835 -2.90045 0.88117  0.002
C: -1.75416 -3.50674 -0.36681  -0.006
C: -0.92700 -3.05788 -1.38696  0.002
C: -0.09479 -1.97704 -1.12948  -0.004
N: -0.11746 -1.40494 0.07234  0.009
C: 0.90338 -1.37769 -2.04975  -0.001
C: 1.21543 -1.90728 -3.28862  0.000
C: 2.24959 -1.33251 -4.01530  -0.001
C: 2.94018 -0.26304 -3.47901  -0.001
C: 2.56564 0.22514 -2.23478  -0.001
N: 1.56243 -0.31302 -1.55280  -0.001
H: 0.37417 0.85775 5.44775  0.000
H: -1.28750 -0.99851 5.64873  0.000
H: -1.91761 -2.26798 3.61069  0.000
H: 1.29279 1.40440 3.18104  0.000
H: -2.37472 -3.26023 1.67621  0.000
H: -2.41480 -4.34519 -0.54471  0.000
H: -0.93287 -3.53967 -2.35359  0.000
H: 0.68297 -2.76642 -3.67117  0.000
H: 2.52225 -1.73589 -4.98175  0.000
H: 3.77523 0.18787 -3.99530  0.000
H: 3.08262 1.03884 -1.73836  0.000
S: 4.27064 0.40942 3.58300  0.001
As: 3.99994 0.27256 1.49834  -0.004
S: 2.57487 1.84881 0.81954  -0.004
S: 2.57638 -1.40055 1.04328  0.021
S: 5.63992 0.17377 0.18377  -0.002
N: -0.24381 1.36459 -0.17771  0.563
C: -1.20892 2.15621 -0.61826  0.079
C: -2.48766 1.63941 -0.95033  0.060
C: -3.48438 2.47758 -1.41255  0.000
C: -3.27212 3.84300 -1.56204  0.046
C: -2.01957 4.35806 -1.23519  0.000
C: -1.00057 3.55059 -0.77505  0.057
H: -2.66768 0.57704 -0.83483  0.003
H: -4.45137 2.05301 -1.65903  -0.001
H: -4.06044 4.49016 -1.92276  0.003
H: -1.83200 5.42041 -1.34327  -0.001
H: -0.03039 3.95694 -0.52233  0.002

Computed properties:
Relative energy (zero: lowest compared OMol25 entry of this formula, charge and spin)   21.7 kJ/mol
Total charge   -1
⟨S²⟩   1.17
E_HOMO (spin up / spin down)   -0.1360 / -0.1361 Ha
Largest force on an atom   1.52 eV/A
2S+1   2


A molecular structure, C21H16MnN6O3S4 at a distorted geometry. Source: OMol25; level of theory: the ωB97M-V functional and the def2-TZVPD basis.

Last column: Löwdin spin population.
Cartesian coordinates (Å):
Mn: 0.05530 0.45780 -0.02250  3.891
C: -5.35820 1.87140 -0.31150  0.005
C: -5.04050 0.91390 -1.26210  0.004
C: -3.89340 0.16090 -1.13950  0.002
C: -3.01100 0.35890 -0.06370  0.009
C: -3.34000 1.33830 0.88590  0.012
C: -4.49710 2.07870 0.75660  0.010
N: -1.83400 -0.35370 0.04000  0.009
C: -1.85700 -1.69240 -0.22840  0.008
C: -2.98180 -2.51300 -0.16330  0.004
C: -2.87510 -3.87120 -0.40500  0.011
C: -1.65090 -4.44140 -0.72720  0.002
C: -0.50800 -3.66120 -0.78970  0.008
C: -0.58910 -2.29000 -0.52240  -0.001
N: 0.42560 -1.38820 -0.49710  -0.043
N: 1.67080 -1.78920 -0.81510  -0.024
C: 2.54660 -0.81130 -0.72250  0.003
C: 3.92190 -1.02450 -1.01390  0.004
C: 4.81450 -0.01730 -0.80960  0.004
C: 4.35930 1.21970 -0.31760  0.010
C: 3.00810 1.39040 -0.11270  0.000
N: 2.09910 0.43540 -0.29290  -0.012
H: -6.25060 2.47570 -0.42100  0.000
H: -5.69440 0.75800 -2.11160  0.000
H: -3.63530 -0.57310 -1.89100  0.000
H: -2.64760 1.52130 1.69780  0.001
H: -4.73190 2.83650 1.49640  0.000
H: -3.93990 -2.08030 0.09050  0.000
H: -3.76560 -4.48510 -0.34140  0.001
H: -1.60000 -5.50330 -0.93040  0.000
H: 0.45190 -4.09050 -1.04130  0.001
H: 4.21750 -1.98880 -1.40140  0.000
H: 5.86680 -0.15870 -1.01970  0.000
H: 5.05040 2.02710 -0.11940  0.001
H: 2.62960 2.34810 0.22890  -0.001
N: -0.07830 0.05950 2.64570  0.028
N: -0.02440 1.37670 3.16000  0.001
C: 0.37690 2.43390 2.24820  0.007
O: 0.79730 3.44810 2.78970  0.005
O: 0.21110 2.17980 1.03950  0.037
H: -0.91750 -0.41160 2.98150  0.001
H: 0.74380 -0.49590 2.88590  0.000
H: 0.39770 1.47840 4.07930  0.001
O: -4.29890 2.73110 -5.88230  0.026
C: -3.54500 2.56340 -4.95410  0.011
S: -3.50910 3.56010 -3.51410  -0.002
C: -2.16870 2.73920 -2.64510  0.120
C: -1.62230 1.66750 -3.31200  0.163
S: -0.28250 0.74480 -2.84700  0.309
S: -2.34430 1.27560 -4.88690  0.016
S: -1.65610 3.32860 -1.17090  0.357

Computed properties:
Relative energy (zero: lowest compared OMol25 entry of this formula, charge and spin)   0.0 kJ/mol
Total charge   -2
⟨S²⟩   8.89
E_HOMO (spin up / spin down)   -0.0126 / -0.0245 Ha
Largest force on an atom   2.18 eV/A
2S+1   6